Density functional theory data (ωB97M-V/def2-TZVPD) for C2H3Cl2OPS in the gas phase in a non-equilibrium geometry.

ORCA input file:
```
! wB97M-V def2-TZVPD RIJCOSX def2/J DEFGRID3
* xyz 0 1
C 0.83 -0.74 0.63
C -0.49 -0.17 0.29
O 0.95 -1.67 1.32
P -1.66 -0.77 1.62
S -0.99 -0.37 3.48
Cl -3.46 0.09 1.17
Cl -1.94 -2.70 1.25
H 1.78 -0.16 0.18
H -0.90 -0.67 -0.65
H -0.59 0.83 -0.18
*
```

Computed properties:
SMILES: O=CCP(=S)(Cl)Cl
energy: -49339.747 eV
F_max: 4.99 eV/Å
HOMO-LUMO gap: 9.18 eV
HOMO level: -9.074 eV

=====

Density functional theory data (ωB97M-V/def2-TZVPD) for 7 unconnected molecules or ions with the total composition C39H68BF9I2N2O17S8 in a non-equilibrium geometry.

ORCA input file:
```
! wB97M-V def2-TZVPD RIJCOSX def2/J DEFGRID3
* xyz 0 1
C 3.84 -5.83 0.26
C 3.38 -4.40 -0.40
I 1.96 -4.83 -2.05
C 2.69 -3.41 0.70
I 0.54 -3.32 0.16
C 3.20 -1.89 0.65
C 3.34 -1.42 -0.87
N 3.64 -1.22 -2.03
C 4.55 -1.61 1.54
C 5.76 -2.29 0.72
N 6.83 -2.67 0.27
C 4.71 0.02 1.56
C 5.91 0.55 2.47
C 5.53 0.95 3.98
F 5.46 -0.26 4.74
F 6.74 1.60 4.48
C 4.36 2.01 4.16
F 4.83 3.03 5.08
F 4.17 2.74 2.92
S 2.70 1.45 4.77
F 1.97 2.17 3.41
F 2.52 2.97 5.54
F 3.27 0.85 6.22
F 2.72 -0.01 3.98
F 1.15 1.08 5.30
O 4.30 -2.18 2.84
B 5.25 -3.22 3.20
O 6.60 -2.99 3.69
O 4.85 -4.63 3.14
H 4.01 -6.58 -0.61
H 2.98 -6.14 0.96
H 4.86 -5.72 0.78
H 4.32 -3.98 -0.90
H 2.70 -3.89 1.75
H 2.39 -1.21 1.13
H 5.00 0.28 0.46
H 3.70 0.55 1.72
H 6.81 -0.17 2.43
H 6.30 1.53 1.98
H 6.91 -2.12 3.36
H 4.28 -4.83 3.93
C -2.62 1.37 1.64
C -1.76 1.02 2.86
C -0.62 0.13 2.37
S -0.33 0.57 0.66
O -0.67 -0.56 -0.18
O 0.94 1.25 0.55
C -1.64 1.78 0.55
H -3.32 2.18 1.86
H -3.19 0.50 1.33
H -1.35 1.94 3.29
H -2.34 0.52 3.63
H 0.29 0.29 2.94
H -0.90 -0.93 2.40
H -2.08 1.76 -0.45
H -1.21 2.76 0.75
C -5.14 -3.45 -0.24
C -5.14 -3.46 -1.77
C -3.70 -3.70 -2.22
S -2.92 -4.64 -0.92
O -1.88 -3.83 -0.32
O -2.67 -5.99 -1.39
C -4.32 -4.66 0.18
H -6.15 -3.50 0.16
H -4.68 -2.54 0.13
H -5.78 -4.27 -2.13
H -5.53 -2.52 -2.18
H -3.66 -4.26 -3.15
H -3.15 -2.76 -2.33
H -3.98 -4.62 1.22
H -4.87 -5.59 0.00
C 3.66 6.41 1.71
C 4.23 7.39 0.70
C 5.26 6.64 -0.15
S 4.75 4.93 -0.15
O 5.75 4.15 0.55
O 4.28 4.58 -1.47
C 3.34 5.14 0.92
H 2.77 6.80 2.21
H 4.41 6.19 2.48
H 3.43 7.76 0.05
H 4.68 8.26 1.19
H 5.30 7.01 -1.17
H 6.26 6.69 0.30
H 3.22 4.26 1.55
H 2.46 5.28 0.29
C -0.60 1.73 -4.47
C -0.99 3.15 -4.88
C -2.50 3.17 -5.10
S -3.18 1.90 -4.04
O -3.75 0.87 -4.87
O -3.91 2.52 -2.96
C -1.61 1.31 -3.41
H 0.42 1.67 -4.09
H -0.68 1.06 -5.34
H -0.72 3.84 -4.07
H -0.46 3.47 -5.78
H -2.93 4.14 -4.82
H -2.76 2.93 -6.13
H -1.66 0.24 -3.25
H -1.42 1.82 -2.47
C -7.08 0.93 2.56
C -8.04 1.36 1.45
C -7.43 0.92 0.12
S -6.43 -0.52 0.49
O -5.04 -0.19 0.24
O -7.05 -1.70 -0.08
C -6.70 -0.51 2.25
H -7.54 1.02 3.55
H -6.19 1.56 2.54
H -9.01 0.87 1.59
H -8.21 2.44 1.46
H -8.20 0.64 -0.61
H -6.78 1.68 -0.30
H -5.81 -0.84 2.77
H -7.54 -1.19 2.46
C -4.63 -7.08 4.87
C -3.24 -7.48 4.38
C -2.62 -6.26 3.70
S -3.36 -4.83 4.48
O -4.17 -4.13 3.50
O -2.36 -4.15 5.28
C -4.45 -5.73 5.56
H -5.05 -7.82 5.56
H -5.31 -6.98 4.02
H -2.62 -7.78 5.24
H -3.28 -8.33 3.70
H -1.54 -6.23 3.83
H -2.87 -6.23 2.64
H -5.39 -5.19 5.69
H -3.95 -5.84 6.52
C 3.72 3.90 -8.72
C 3.34 5.33 -9.13
C 1.83 5.35 -9.35
S 1.15 4.08 -8.29
O 0.57 3.05 -9.12
O 0.41 4.70 -7.21
C 2.71 3.49 -7.66
H 4.74 3.85 -8.35
H 3.64 3.24 -9.59
H 3.61 6.02 -8.33
H 3.87 5.65 -10.03
H 1.40 6.32 -9.07
H 1.56 5.11 -10.38
H 2.67 2.42 -7.50
H 2.90 4.01 -6.71
*
```

Computed properties:
energy: -207343.438 eV
F_max: 7.00 eV/Å
HOMO-LUMO gap: 5.15 eV
HOMO level: -6.792 eV

=====

Density functional theory data (ωB97M-V/def2-TZVPD) for a molecular structure, C28H42AuBN11S3.

ORCA input file:
```
! wB97M-V def2-TZVPD RIJCOSX def2/J DEFGRID3
* xyz 3 1
Au -3.12 1.62 -0.25
C -0.19 4.32 -3.71
C 0.13 2.99 -3.12
C 1.07 2.12 -3.61
C 1.32 0.85 -3.02
N 0.67 0.49 -1.93
N -0.23 1.34 -1.45
B -0.94 0.88 -0.17
N -0.45 1.48 1.12
N 0.84 1.12 1.25
C 1.51 1.54 2.29
C 0.89 2.42 3.22
C -0.41 2.82 3.08
C -1.09 3.75 4.04
C -1.10 2.30 1.95
S -2.77 2.74 1.75
C 2.94 1.10 2.47
C 3.84 2.34 2.38
C 3.33 0.08 1.39
C 3.07 0.44 3.85
N -1.29 -0.59 -0.24
N -0.59 -1.35 0.60
C -0.59 -2.65 0.40
C -1.32 -3.20 -0.68
C -2.08 -2.42 -1.52
C -2.86 -2.97 -2.67
C -2.07 -1.04 -1.24
S -3.03 0.13 -2.11
C 0.30 -3.49 1.30
C 1.69 -3.51 0.63
C -0.25 -4.91 1.44
C 0.41 -2.85 2.69
C -0.57 2.50 -2.00
S -1.90 3.33 -1.25
C 2.34 -0.14 -3.56
C 2.71 0.19 -5.01
C 1.75 -1.55 -3.50
C 3.59 -0.05 -2.68
H 0.38 4.48 -4.62
H 0.05 5.12 -3.01
H -1.26 4.39 -3.95
H 1.62 2.39 -4.51
H 1.47 2.78 4.06
H -0.42 4.00 4.86
H -1.99 3.29 4.46
H -1.39 4.67 3.54
H 3.76 2.83 1.41
H 4.88 2.03 2.51
H 3.62 3.07 3.16
H 3.18 0.48 0.39
H 2.76 -0.84 1.48
H 4.39 -0.16 1.50
H 2.92 1.14 4.67
H 4.09 0.05 3.96
H 2.38 -0.39 3.97
H -1.30 -4.27 -0.83
H -2.88 -4.06 -2.64
H -2.41 -2.66 -3.61
H -3.89 -2.61 -2.66
H 1.65 -4.01 -0.34
H 2.38 -4.06 1.27
H 2.07 -2.50 0.49
H -0.18 -5.48 0.51
H -1.28 -4.92 1.79
H 0.35 -5.45 2.18
H 0.72 -1.81 2.64
H 1.16 -3.40 3.27
H -0.53 -2.91 3.24
H 1.83 0.20 -5.67
H 3.38 -0.57 -5.38
H 3.23 1.14 -5.11
H 0.89 -1.65 -4.17
H 1.46 -1.83 -2.49
H 2.51 -2.26 -3.84
H 4.05 0.93 -2.72
H 4.33 -0.78 -3.03
H 3.35 -0.29 -1.64
N -7.33 0.49 2.79
N -6.46 0.35 1.76
N -6.52 -0.69 0.95
C -5.47 -0.50 0.18
N -4.82 0.61 0.53
N -5.47 1.15 1.56
H -8.20 0.02 2.56
H -7.44 1.47 3.03
H -5.20 -1.14 -0.64
*
```

Computed properties:
energy: -82958.155 eV
F_max: 0.67 eV/Å
HOMO-LUMO gap: 6.75 eV
HOMO level: -17.642 eV

=====

Density functional theory data (ωB97M-V/def2-TZVPD) for CH4N4 in the gas phase in a non-equilibrium geometry.

ORCA input file:
```
! wB97M-V def2-TZVPD RIJCOSX def2/J DEFGRID3
* xyz 0 1
C 0.89 0.00 0.54
N -0.08 -0.63 -0.03
N -1.82 0.74 0.18
N -1.31 -0.40 -0.05
N 2.04 0.29 -0.03
H -2.76 0.87 -0.09
H -1.96 -1.17 -0.11
H 2.82 0.41 0.57
H 2.18 -0.12 -0.97
*
```

Computed properties:
energy: -7057.599 eV
F_max: 2.79 eV/Å
HOMO-LUMO gap (alpha / beta): 7.54 / 7.69 eV
HOMO level (alpha / beta): -7.124 / -7.118 eV

=====

Density functional theory data (ωB97M-V/def2-TZVPD) for 9 unconnected molecules or ions with the total composition C36H68ClF3N10O8 in a non-equilibrium geometry.

ORCA input file:
```
! wB97M-V def2-TZVPD RIJCOSX def2/J DEFGRID3
* xyz 0 1
C -1.53 -5.55 2.79
C -2.27 -5.70 1.70
C -3.03 -5.37 0.29
C -4.26 -4.33 0.65
C -4.32 -3.06 -0.33
C -4.33 -1.62 0.40
C -5.17 -1.56 1.78
N -5.49 -1.62 2.96
C -2.84 -0.95 0.56
Cl -3.11 0.61 1.56
C -2.27 -0.48 -0.88
N -1.60 -0.24 -1.87
C -1.81 -1.87 1.41
C -0.73 -2.67 0.51
C 0.70 -1.91 0.38
F 1.26 -2.34 -0.90
F 1.58 -2.49 1.39
F 0.61 -0.49 0.51
H -0.85 -5.31 3.71
H -2.32 -4.86 -0.46
H -3.43 -6.39 -0.09
H -4.14 -4.09 1.77
H -5.23 -4.97 0.50
H -5.29 -3.10 -0.98
H -3.45 -3.07 -1.10
H -4.89 -0.89 -0.33
H -2.44 -2.61 2.02
H -1.22 -1.16 2.13
H -0.50 -3.65 1.10
H -1.16 -2.99 -0.53
C -1.01 4.47 -1.04
O -1.10 4.38 -2.25
N -0.48 3.51 -0.22
C -0.41 3.68 1.22
C 0.02 2.28 -0.80
H -1.36 5.36 -0.49
H 0.64 3.63 1.53
H -0.98 2.89 1.70
H -0.82 4.65 1.52
H 0.81 2.52 -1.51
H -0.79 1.79 -1.34
H 0.41 1.62 -0.03
C 3.91 -4.53 -1.33
O 4.15 -5.72 -1.27
N 4.84 -3.53 -1.38
C 4.47 -2.13 -1.45
C 6.25 -3.88 -1.36
H 2.87 -4.15 -1.36
H 4.89 -1.70 -2.37
H 4.88 -1.61 -0.59
H 3.39 -2.01 -1.47
H 6.47 -4.52 -2.21
H 6.46 -4.43 -0.44
H 6.87 -2.98 -1.40
C 2.90 0.38 -3.93
O 2.44 0.54 -2.82
N 2.34 -0.39 -4.91
C 2.94 -0.53 -6.22
C 1.09 -1.08 -4.64
H 3.84 0.86 -4.24
H 2.24 -0.17 -6.98
H 3.16 -1.59 -6.40
H 3.87 0.04 -6.29
H 0.33 -0.34 -4.37
H 1.24 -1.75 -3.79
H 0.76 -1.64 -5.51
C -1.53 6.79 3.20
O -2.04 5.69 3.35
N -1.08 7.60 4.21
C -0.48 8.89 3.95
C -1.21 7.15 5.58
H -1.38 7.23 2.20
H 0.54 8.89 4.35
H -1.07 9.66 4.44
H -0.44 9.10 2.88
H -0.67 6.21 5.70
H -2.27 6.97 5.80
H -0.81 7.89 6.27
C 3.50 -3.43 -7.77
O 4.06 -2.37 -7.96
N 3.44 -4.47 -8.66
C 2.75 -5.71 -8.35
C 4.08 -4.33 -9.95
H 2.98 -3.65 -6.82
H 3.47 -6.53 -8.40
H 1.96 -5.87 -9.08
H 2.32 -5.68 -7.35
H 5.15 -4.14 -9.79
H 3.65 -3.47 -10.47
H 3.95 -5.23 -10.54
C -1.41 -4.09 6.32
O -0.92 -3.81 5.24
N -2.67 -3.76 6.72
C -3.18 -4.14 8.03
C -3.52 -3.00 5.83
H -0.85 -4.67 7.07
H -4.07 -4.76 7.89
H -3.45 -3.23 8.58
H -2.44 -4.70 8.59
H -3.66 -3.57 4.90
H -3.03 -2.05 5.59
H -4.49 -2.81 6.29
C -2.30 0.44 -6.84
O -1.35 -0.26 -6.55
N -2.52 1.70 -6.36
C -3.69 2.47 -6.75
C -1.56 2.29 -5.45
H -3.09 0.09 -7.52
H -3.36 3.39 -7.23
H -4.26 2.72 -5.85
H -4.32 1.91 -7.44
H -0.58 2.33 -5.94
H -1.48 1.66 -4.56
H -1.87 3.29 -5.16
C 1.68 7.42 7.91
O 1.59 7.34 6.70
N 2.21 6.47 8.73
C 2.28 6.64 10.16
C 2.71 5.24 8.14
H 1.33 8.31 8.46
H 3.33 6.58 10.47
H 1.72 5.84 10.65
H 1.87 7.60 10.47
H 3.50 5.48 7.43
H 1.90 4.74 7.60
H 3.10 4.57 8.91
*
```

Computed properties:
SMILES: C#CCCC[C@@H](C#N)[C@](Cl)(C#N)CCC(F)(F)F.CN(C)C=O.CN(C)C=O.CN(C)C=O.CN(C)C=O.CN(C)C=O.CN(C)C=O.CN(C)C=O.CN(C)C=O
energy: -90383.512 eV
F_max: 7.65 eV/Å
HOMO-LUMO gap: 8.70 eV
HOMO level: -8.265 eV

=====

Density functional theory data (ωB97M-V/def2-TZVPD) for 2 unconnected molecules or ions with the total composition C35H37N2O in a non-equilibrium geometry.

ORCA input file:
```
! wB97M-V def2-TZVPD RIJCOSX def2/J DEFGRID3
* xyz 1 1
C -2.57 5.44 -1.15
C -2.22 4.28 -0.28
C -2.42 2.97 -0.73
C -2.08 1.88 0.07
C -2.30 0.51 -0.47
C -1.56 2.11 1.35
N -1.23 1.01 2.16
C -0.63 -0.10 1.64
N -0.48 -0.94 2.71
C 0.18 -2.18 2.60
C 1.42 -2.21 1.94
C 1.98 -0.98 1.33
C 2.12 -3.42 1.93
C 1.57 -4.58 2.49
C 2.29 -5.88 2.41
C 0.33 -4.52 3.13
C -0.38 -3.31 3.18
C -1.71 -3.25 3.85
C -0.99 -0.35 3.89
C -1.42 0.87 3.55
C -1.32 3.42 1.81
C -0.67 3.67 3.13
C -1.69 4.50 1.00
H -2.27 6.37 -0.66
H -2.06 5.39 -2.12
H -3.65 5.49 -1.34
H -2.83 2.81 -1.72
H -2.16 -0.27 0.29
H -3.33 0.41 -0.84
H -1.60 0.30 -1.28
H 2.93 -1.22 0.84
H 1.28 -0.56 0.59
H 2.18 -0.19 2.07
H 3.10 -3.48 1.47
H 1.66 -6.67 2.84
H 2.52 -6.16 1.38
H 3.24 -5.87 2.97
H -0.09 -5.41 3.61
H -2.04 -4.27 4.06
H -1.65 -2.70 4.80
H -2.48 -2.75 3.25
H -0.96 -0.87 4.83
H -1.87 1.63 4.15
H -0.43 4.74 3.20
H -1.34 3.43 3.96
H 0.26 3.10 3.27
H -1.56 5.52 1.37
C 0.72 5.02 -4.14
O -0.38 4.11 -4.11
C -0.14 2.80 -3.88
C -1.12 1.90 -4.36
C -1.03 0.57 -4.03
C 0.02 0.07 -3.19
C -0.01 -1.30 -2.83
C 1.08 -2.10 -2.39
C 0.80 -3.42 -1.91
C 1.83 -4.25 -1.47
C 3.15 -3.79 -1.46
C 3.44 -2.50 -1.94
C 2.44 -1.70 -2.47
C 0.96 1.02 -2.69
C 0.94 2.34 -3.09
H 0.33 5.88 -4.67
H 1.04 5.29 -3.12
H 1.58 4.61 -4.69
H -1.93 2.31 -4.97
H -1.78 -0.13 -4.41
H -0.96 -1.81 -2.97
H -0.24 -3.76 -1.91
H 1.60 -5.27 -1.13
H 3.96 -4.43 -1.08
H 4.47 -2.13 -1.90
H 2.70 -0.76 -2.98
H 1.71 0.71 -1.96
H 1.72 3.04 -2.78
*
```

Computed properties:
energy: -41915.200 eV
F_max: 1.99 eV/Å
HOMO-LUMO gap: 5.05 eV
HOMO level: -10.356 eV